--- i ---
{
  "formula": "C3H4ClFO",
  "method": "ωB97M-V/def2-TZVPD",
  "symbols": ["C", "C", "C", "O", "F", "Cl", "H", "H", "H", "H"],
  "xyz": [[-0.8493, 0.1405, -0.2525], [-0.0049, 0.8516, 0.7180], [0.1708, -0.8914, -1.1590], [0.5040, 0.3064, 1.7883], [0.6769, -1.7209, -0.2257], [1.4520, -0.0873, -2.0005], [-1.6196, -0.4939, 0.1773], [-1.3033, 0.7768, -1.1253], [0.4160, 1.7681, 0.2119], [0.5574, -0.6499, 1.8674]],
  "charge": 0,
  "homo_ev": [-8.60, -7.52],
  "gap_ev": [9.0, 7.1]
}

=====

--- ii ---
{
  "formula": "C3H4ClFO",
  "method": "ωB97M-V/def2-TZVPD",
  "symbols": ["C", "C", "C", "H", "H", "H", "H", "O", "F", "Cl"],
  "xyz": [[1.5915, -0.3620, 0.0421], [-0.6298, 0.3158, -0.0382], [-1.8971, 0.1961, 0.2374], [2.1302, -0.0521, 1.2495], [1.4253, 0.6834, -0.5923], [2.6032, -0.8370, -0.6165], [0.0624, 1.1146, -0.4027], [0.1007, -0.8830, 0.0962], [-2.8128, 1.2668, 0.0246], [-2.5736, -1.4425, -0.0002]],
  "charge": 0,
  "homo_ev": -9.32,
  "gap_ev": 9.8
}

=====

Most stable = i